# C18H12N5O8S2V

A molecular structure, C18H12N5O8S2V (ωB97M-V/def2-TZVPD, OMol25).

The geometry in XYZ format:
```
46
Properties=species:S:1:pos:R:3:forces:R:3:lowdin_spin:R:1
V 0.149 -2.654 0.356 0.234 -0.356 0.252 1.0724
O 2.591 -7.765 -1.675 0.017 -0.012 0.008 -0.0019
C 2.111 -6.759 -1.277 -0.033 0.022 -0.007 -0.0009
C 2.845 -5.387 -1.120 -0.004 -0.033 0.031 -0.0017
O 3.997 -5.148 -1.305 -0.001 0.021 -0.036 -0.0005
C 1.761 -4.492 -0.652 -0.019 -0.045 0.101 0.0059
C 0.586 -5.128 -0.466 -0.016 0.045 -0.078 0.0058
O -0.394 -4.313 -0.014 0.084 0.183 0.214 -0.0187
C 0.626 -6.567 -0.818 0.037 0.003 0.001 -0.0017
O -0.232 -7.389 -0.770 -0.015 -0.003 -0.006 -0.0006
O 1.732 -3.184 -0.337 -0.048 0.137 -0.020 -0.0168
C -0.447 1.159 2.449 -0.140 0.211 -0.176 -0.0003
N 0.903 0.730 2.073 0.105 0.112 -0.001 -0.0033
C 1.902 1.598 1.715 0.430 -0.253 0.067 -0.0034
C 3.015 0.845 1.493 -0.121 -0.168 -0.039 -0.0054
N 2.663 -0.467 1.719 -0.082 0.002 -0.059 -0.0018
C 1.367 -0.525 2.069 -0.256 0.090 0.063 0.0034
S 0.383 -1.909 2.481 0.098 -0.405 -0.023 -0.0334
H -0.633 2.126 1.964 0.132 -0.188 0.139 0.0000
H -0.493 1.269 3.531 -0.057 0.021 -0.013 -0.0001
H -1.159 0.404 2.120 -0.012 0.074 0.033 -0.0002
H 1.709 2.665 1.644 -0.051 0.183 -0.069 -0.0001
H 4.009 1.129 1.193 0.007 0.000 0.025 -0.0002
H 3.268 -1.271 1.630 0.008 -0.005 0.058 -0.0001
O 0.611 3.979 1.337 -0.275 0.096 0.053 -0.0001
S -0.067 5.184 0.828 -0.058 0.143 -0.075 0.0000
O -0.824 5.889 1.823 0.019 -0.040 0.044 0.0000
O 0.741 5.946 -0.087 0.010 0.011 -0.011 0.0000
C -1.336 4.463 -0.268 0.007 -0.035 -0.055 0.0000
N -2.422 5.154 -0.620 -0.023 0.043 -0.031 0.0001
C -3.303 4.537 -1.394 0.019 0.014 0.023 0.0000
C -3.164 3.208 -1.810 0.078 0.050 0.006 0.0001
C -1.994 2.602 -1.407 -0.106 -0.024 0.032 0.0000
N -1.083 3.232 -0.669 -0.085 0.140 0.135 0.0002
C -1.597 1.179 -1.502 -0.040 -0.087 -0.095 0.0019
C -0.230 0.948 -1.282 0.158 0.153 0.317 -0.0003
C 0.155 -0.256 -0.797 -0.067 -0.409 -0.605 0.0049
N -0.720 -1.295 -0.696 -0.015 0.187 -0.213 -0.0052
C -1.988 -1.151 -1.136 0.016 0.186 0.076 0.0027
C -2.457 0.080 -1.545 0.010 -0.010 0.075 -0.0010
H -4.174 5.113 -1.686 0.008 0.003 0.010 0.0000
H -3.924 2.721 -2.405 0.017 -0.007 -0.016 0.0000
H 0.463 1.773 -1.315 0.017 -0.013 -0.035 0.0000
H 1.185 -0.439 -0.498 0.019 -0.045 -0.103 0.0005
H -2.624 -2.024 -1.086 -0.008 0.007 0.005 -0.0001
H -3.504 0.191 -1.790 -0.001 0.002 0.002 -0.0001
```
Forces are in eV/Å.

Its total charge is +1. As for the spin multiplicity: 2. As for the HOMO energy (alpha / beta): -11.11 / -11.11 eV.